1.
111
Properties=species:S:1:pos:R:3:mulliken_charge:R:1 method="wB97M-V/def2-TZVPD" multiplicity=1 e_lumo_ev=-4.6 homo_energy_ev=-10.23 total_charge=+1
Cd -2.2359 -3.6301 -0.5583 0.535
C -0.4463 -0.8632 -0.6220 -0.595
O -1.5831 -1.6511 -0.7992 0.298
H 0.4508 -1.3669 -0.2304 -0.054
H -0.1091 -0.4546 -1.5851 0.160
H -0.6372 0.0039 0.0239 0.115
C -3.4958 -3.0689 2.3723 -0.891
O -2.2883 -3.1049 1.6062 0.204
C -1.3374 -3.9517 2.2428 -0.640
C -0.0406 -3.9459 1.4391 0.075
N -0.2631 -4.5232 0.0690 0.056
C 0.9863 -4.4528 -0.7432 -0.733
C 1.6317 -5.8208 -0.8768 -0.643
O 2.9336 -5.5546 -1.3691 -0.292
C 3.5406 -6.7204 -1.9060 -0.760
H -4.2731 -2.5070 1.8614 0.094
H -3.3313 -2.5717 3.3323 0.358
H -3.8636 -4.0710 2.6105 0.503
H -1.6605 -4.9997 2.2925 0.402
H -1.1086 -3.6034 3.2514 0.409
H 0.7073 -4.5026 2.0069 0.445
H 0.3144 -2.9424 1.2081 -0.246
H -0.4564 -5.5114 0.2409 0.331
H 1.6779 -3.7154 -0.3338 0.295
H 0.8007 -4.0469 -1.7391 0.330
H 1.0963 -6.3724 -1.6584 0.378
H 1.6270 -6.4043 0.0509 0.324
H 4.4446 -6.4113 -2.4317 0.248
H 2.9196 -7.2963 -2.5926 0.326
H 3.9173 -7.3452 -1.0886 0.311
C -0.6151 1.9174 -3.1839 -0.490
O 0.2175 2.9672 -3.5961 -0.451
C 1.3704 3.0117 -2.7855 -0.645
C 2.2028 4.2559 -3.1531 -0.461
N 2.6904 4.0647 -4.5095 -0.286
C 3.3068 5.2783 -5.0817 -0.661
C 4.6040 5.6064 -4.3811 -0.252
O 5.1228 6.7632 -5.0160 -0.384
C 6.2558 7.3002 -4.3501 -0.702
H -1.5811 1.9880 -3.6815 0.375
H -0.8185 1.9428 -2.1086 0.146
H -0.1962 0.9540 -3.4846 0.308
H 1.9962 2.1253 -2.9368 0.337
H 1.0612 3.0966 -1.7364 0.445
H 3.0213 4.2575 -2.4329 0.188
H 1.4804 5.0720 -3.0049 0.268
H 1.9053 3.7145 -5.0435 0.288
H 2.6034 6.1142 -5.0435 0.277
H 3.4930 4.9869 -6.1176 0.358
H 5.3010 4.7652 -4.2854 0.270
H 4.4253 5.9404 -3.3433 0.320
H 6.8859 6.4753 -3.9962 0.294
H 5.9651 7.8290 -3.4358 0.283
H 6.7632 7.9163 -5.0826 0.269
C -8.8175 -1.7953 5.5117 -0.667
O -8.8200 -0.9251 4.3964 -0.354
C -8.0053 -1.3329 3.3271 -0.737
C -6.5374 -0.9464 3.6248 0.377
N -6.4458 0.5139 3.7317 -0.377
C -5.1350 0.9865 4.1437 -0.939
C -4.0249 0.7012 3.1204 0.430
O -2.8130 0.5872 3.8437 -0.443
C -1.7387 0.2521 3.0137 -0.375
H -9.6194 -1.4634 6.1676 0.256
H -7.8682 -1.8108 6.0498 0.265
H -9.0598 -2.8289 5.2400 0.311
H -8.2794 -0.7055 2.4757 0.356
H -8.0929 -2.3906 3.0606 0.382
H -5.7943 -1.2948 2.9015 -0.307
H -6.2314 -1.3689 4.5970 0.218
H -7.1245 0.7263 4.4589 0.285
H -4.7311 0.6473 5.1050 0.376
H -5.1985 2.0745 4.1435 0.304
H -3.9550 1.5367 2.4139 0.255
H -4.1623 -0.2109 2.5265 -0.228
H -0.7984 0.0517 3.5295 0.156
H -1.5446 1.1086 2.3545 0.409
H -1.9123 -0.6389 2.3962 -0.029
C 7.4947 1.7085 -0.3582 -0.739
O 6.2950 2.4355 -0.2691 -0.462
C 5.4271 2.2740 -1.3706 -0.058
C 4.7926 0.8609 -1.3668 -0.905
N 4.1020 0.5492 -0.0971 -0.456
C 2.7717 1.1895 -0.0370 0.241
C 2.0830 0.7721 1.2428 -0.315
O 2.7512 1.2843 2.3633 -0.412
C 2.2275 0.8061 3.5789 -0.522
H 8.2205 2.1577 0.3183 0.287
H 7.9684 1.8279 -1.3402 0.328
H 7.3710 0.6517 -0.1248 0.287
H 6.0274 2.3409 -2.2882 0.363
H 4.6876 3.0716 -1.3663 0.030
H 5.6198 0.1688 -1.5041 0.418
H 4.0751 0.8048 -2.1880 0.362
H 4.6273 1.1258 0.5664 0.349
H 2.1977 0.8052 -0.8850 0.003
H 2.8826 2.2768 -0.1154 0.218
H 2.0343 -0.3272 1.3189 0.089
H 1.0322 1.1146 1.2766 0.248
H 2.3932 -0.2761 3.6504 0.286
H 1.1418 0.9736 3.5951 0.076
H 2.7040 1.3320 4.3985 0.310
O -3.5679 0.6469 -1.1901 -0.712
H -3.2376 1.5474 -1.0892 0.288
H -2.8293 0.0742 -0.9056 0.081
O -4.3147 -2.8499 -1.0669 -0.454
H -5.2076 -3.1996 -0.9442 0.276
H -4.4284 -1.9542 -1.4321 0.303
O -2.6318 -0.9768 -3.3097 -0.710
H -2.0466 -1.1861 -2.5601 0.163
H -3.3334 -0.4407 -2.9169 0.377

=====

2.
12
Properties=species:S:1:pos:R:3:nbo_charge:R:1 method="wB97M-V/def2-TZVPD" multiplicity=1 e_lumo_ev=-4.5 homo_energy_ev=-16.42 total_charge=+1
O 0.8922 -2.6366 0.6512 -0.964
H 1.1579 -3.3624 0.0692 0.501
H 0.1578 -2.9916 1.1728 0.501
H -0.1546 2.8673 0.0493 0.288
C -0.7151 1.9709 -0.1850 -0.725
C -0.0129 0.7561 0.2163 0.327
N 0.2756 -0.1961 -0.5654 -0.596
H -1.0431 2.0149 -1.2257 0.250
H -1.6502 2.0874 0.3758 0.290
H 0.2974 0.6754 1.2476 0.231
H 0.0654 -0.1151 -1.5569 0.425
H 0.7296 -1.0703 -0.2491 0.472

=====

3.
9
Properties=species:S:1:pos:R:3:nbo_charge:R:1 method="wB97M-V/def2-TZVPD" multiplicity=1 e_lumo_ev="-1.6 / -0.8" homo_energy_ev="-11.02 / -9.70"
C 2.0379 0.4540 0.0708 0.142
C -0.5433 0.0556 0.4704 -0.034
C 0.8550 -0.2970 0.1184 0.344
N 3.0396 1.0569 0.1352 -0.230
F -0.9548 1.2149 -0.1589 -0.334
F 1.1901 -1.6595 0.0436 -0.319
H -0.5728 0.4076 1.4935 0.202
H -1.0783 -0.8825 0.2994 0.208
H 1.2281 -0.4210 -2.2447 0.021

=====

4.
14
Properties=species:S:1:pos:R:3:nbo_charge:R:1 method="wB97M-V/def2-TZVPD" smiles="C=Cc1ccc[nH]1" multiplicity=1 e_lumo_ev=1.0 homo_energy_ev=-7.91
C 2.5186 0.6066 0.5420 -0.386
C 1.4806 -0.1488 0.9013 -0.199
C 0.1509 -0.0538 0.3052 0.074
C -1.0020 -0.5908 0.8205 -0.267
C -2.0027 -0.4462 -0.1889 -0.301
C -1.4218 0.1502 -1.2763 -0.059
N -0.0793 0.3186 -0.9980 -0.510
H 2.4521 1.2076 -0.3587 0.173
H 3.4816 0.5738 1.0257 0.204
H 1.5489 -0.6363 1.8643 0.212
H -1.1405 -0.7485 1.8809 0.224
H -2.8991 -1.0408 -0.2591 0.222
H -1.8951 0.7232 -2.0552 0.211
H 0.4123 1.0950 -1.4119 0.403

=====

5.
42
Properties=species:S:1:pos:R:3:nbo_charge:R:1 method="wB97M-V/def2-TZVPD" smiles="CCOP(=S)(OCC)SCC(=O)N[C@@H](C(=O)O)C(C)C" multiplicity=1 e_lumo_ev=0.4 homo_energy_ev=-8.89
C 0.6701 -3.6372 3.7451 -0.629
C 0.0717 -2.2637 3.9882 -0.066
O 0.7411 -1.2793 3.1936 -0.831
P 0.0884 -0.5792 1.9172 1.688
S 1.2934 0.7781 1.2274 -0.551
O -1.3746 -0.1111 2.3864 -0.845
C -1.6785 1.2717 2.5862 -0.066
C -1.0711 1.7852 3.8764 -0.642
S -0.4857 -2.2450 0.7178 -0.077
C -1.7418 -1.4169 -0.3109 -0.608
C -1.2265 -0.0817 -0.8286 0.675
O -1.7406 0.9660 -0.4974 -0.624
N -0.1994 -0.1879 -1.6866 -0.618
C 0.4973 0.9726 -2.1931 -0.166
C 2.0001 0.8246 -2.0306 0.808
O 2.7920 1.7108 -2.1885 -0.592
O 2.3672 -0.4276 -1.7334 -0.698
C 0.1206 1.2468 -3.6708 -0.200
C 0.5150 2.6646 -4.0683 -0.615
C 0.7576 0.2187 -4.6031 -0.617
H 0.5142 -3.9396 2.7119 0.215
H 0.1985 -4.3615 4.4037 0.217
H 1.7382 -3.6152 3.9441 0.217
H 0.2200 -1.9553 5.0269 0.193
H -0.9986 -2.2566 3.7622 0.191
H -1.3146 1.8442 1.7282 0.220
H -2.7698 1.3141 2.6060 0.192
H 0.0140 1.7080 3.8251 0.224
H -1.3440 2.8269 4.0189 0.220
H -1.4264 1.2028 4.7241 0.205
H -2.6365 -1.2546 0.2893 0.253
H -1.9565 -2.1059 -1.1269 0.245
H 0.2488 -1.0820 -1.8212 0.419
H 0.1787 1.8301 -1.5883 0.271
H 3.3234 -0.4619 -1.5747 0.507
H -0.9694 1.1511 -3.7302 0.211
H 1.5813 2.8151 -3.9249 0.229
H -0.0190 3.3922 -3.4627 0.212
H 0.2733 2.8402 -5.1139 0.207
H 0.3945 0.3622 -5.6181 0.217
H 0.5144 -0.7958 -4.2952 0.203
H 1.8395 0.3319 -4.6112 0.207

=====

6.
22
Properties=species:S:1:pos:R:3:nbo_charge:R:1 method="wB97M-V/def2-TZVPD" smiles=CCCCNCC[S-] multiplicity=1 e_lumo_ev=3.6 homo_energy_ev=-2.28 total_charge=-1
C 1.0339 -1.6948 -0.8759 -0.589
C -0.4923 -1.8280 -1.0565 -0.414
C -1.1144 -1.3554 0.3213 -0.431
C -1.3582 0.2311 0.3252 -0.209
N -0.6621 0.9788 1.3240 -0.687
C -0.0186 2.1488 0.7967 -0.222
C 1.3443 1.8384 -0.1181 -0.553
S 2.7668 1.5304 0.9644 -0.729
H 1.1641 -0.6919 -0.5802 0.231
H 1.6028 -1.9914 -1.8034 0.196
H 1.2580 -2.4200 -0.0217 0.200
H -1.0911 -2.6848 -1.4718 0.196
H -0.8865 -1.1263 -1.8158 0.187
H -0.4086 -1.3892 1.1955 0.196
H -1.8938 -1.8978 0.8733 0.200
H -2.4544 0.1925 0.6403 0.162
H -1.1537 0.6315 -0.7162 0.191
H -0.0706 0.3329 1.9612 0.380
H -0.6430 2.6560 -0.0055 0.162
H 0.2396 2.9835 1.5638 0.202
H 1.2412 0.8420 -0.7748 0.155
H 1.5968 2.7135 -0.7258 0.177

=====

Taking the records one at a time from the top gives energy relative to the best compared isomer or geometry (same formula, charge and spin) values of 25.4, 12.6, 493.5, 137.6, 23.5, 238.3 kJ/mol.